This record from OMol25 describes 8 unconnected molecules or ions with the total composition C28H78N6O10. The level of theory is wB97M-V/def2-TZVPD.

The SMILES is COC[C@H](C)N.COC[C@H](C)N.COC[C@H](C)N.COC[C@H](C)N.COC[C@H](C)N.COC[C@H](C)N.OCCO.OCCO. Its LUMO energy is 0.5 eV. The value obtained for the HOMO energy is -8.77 eV. The relative energy (zero: lowest compared OMol25 entry of this formula, charge and spin) is 129.4 kcal per mole.

Last columns: bonded neighbours and bond lengths (Å).
CARTESIAN COORDINATES (ANGSTROEM)
1 C 10.17596 -34.63077 -11.16623  C2 1.517, H7 1.095, H8 1.089, H9 1.084
2 C 9.48397 -33.28888 -11.01913  C1 1.517, C3 1.531, N6 1.469, H10 1.099
3 C 9.30349 -32.56852 -12.35804  C2 1.531, O4 1.416, H11 1.096, H12 1.099
4 O 10.58871 -32.17684 -12.80512  C3 1.416, C5 1.426
5 C 10.55439 -31.37260 -13.98181  O4 1.426, H13 1.093, H14 1.090, H15 1.097
6 N 8.14469 -33.43590 -10.43272  C2 1.469, H16 1.009, H17 1.008
7 H 9.41053 -35.33066 -11.51765  C1 1.095
8 H 10.62605 -35.02214 -10.25503  C1 1.089
9 H 10.94656 -34.61767 -11.92894  C1 1.084
10 H 10.09210 -32.62441 -10.39036  C2 1.099
11 H 8.61585 -31.72613 -12.22414  C3 1.096
12 H 8.88143 -33.27031 -13.09045  C3 1.099
13 H 11.62666 -31.17862 -14.06551  C5 1.093
14 H 9.90554 -30.49662 -13.98098  C5 1.090
15 H 10.31997 -32.01300 -14.84075  C5 1.097
16 H 7.77996 -32.52375 -10.20250  N6 1.009
17 H 8.14844 -34.08411 -9.66019  N6 1.008
18 C 13.28384 -39.91306 -19.73420  C19 1.527, H24 1.093, H25 1.089, H26 1.095
19 C 14.11900 -38.70006 -20.13799  C18 1.527, C20 1.536, N23 1.468, H27 1.093
20 C 15.60866 -38.98371 -19.89384  C19 1.536, O21 1.422, H28 1.100, H29 1.093
21 O 15.82690 -39.38486 -18.54722  C20 1.422, C22 1.402
22 C 17.12857 -39.10238 -18.10835  O21 1.402, H30 1.096, H31 1.096, H32 1.094
23 N 13.91490 -38.39887 -21.55974  C19 1.468, H33 1.016, H34 1.018
24 H 12.27906 -39.87234 -20.16160  C18 1.093
25 H 13.17881 -40.04476 -18.65840  C18 1.089
26 H 13.74291 -40.83464 -20.10576  C18 1.095
27 H 13.92491 -37.88802 -19.43256  C19 1.093
28 H 16.03565 -37.97264 -19.96611  C20 1.100
29 H 16.04657 -39.70258 -20.59137  C20 1.093
30 H 17.40783 -38.04928 -18.22666  C22 1.096
31 H 17.96890 -39.70137 -18.47746  C22 1.096
32 H 17.10132 -39.31082 -17.03513  C22 1.094
33 H 13.64153 -39.26069 -22.02293  N23 1.016
34 H 14.81728 -38.20469 -21.98843  N23 1.018
35 C 14.58801 -34.84503 -18.77340  C36 1.508, H41 1.098, H42 1.093, H43 1.093
36 C 15.02475 -33.47894 -18.30657  C35 1.508, C37 1.520, N40 1.474, H44 1.104
37 C 15.34575 -33.27883 -16.83407  C36 1.520, O38 1.421, H45 1.096, H46 1.095
38 O 15.65410 -31.91812 -16.56587  C37 1.421, C39 1.415
39 C 14.51652 -31.07797 -16.53503  O38 1.415, H47 1.087, H48 1.088, H49 1.100
40 N 16.18717 -33.03092 -19.09536  C36 1.474, H50 1.018, H51 1.023
41 H 15.37410 -35.60404 -18.66510  C35 1.098
42 H 14.40308 -34.91246 -19.84891  C35 1.093
43 H 13.69590 -35.23462 -18.27721  C35 1.093
44 H 14.17707 -32.80498 -18.51855  C36 1.104
45 H 16.25828 -33.86745 -16.68547  C37 1.096
46 H 14.60851 -33.59548 -16.08954  C37 1.095
47 H 13.96605 -30.98387 -17.46771  C39 1.087
48 H 14.89711 -30.11109 -16.21156  C39 1.088
49 H 13.80572 -31.39628 -15.75768  C39 1.100
50 H 15.89284 -32.81422 -20.04545  N40 1.018
51 H 16.34315 -32.08127 -18.74717  N40 1.023
52 C 10.00118 -28.81625 -17.45203  C53 1.548, H58 1.092, H59 1.091, H60 1.088
53 C 11.19588 -29.80047 -17.42104  C52 1.548, C54 1.499, N57 1.496, H61 1.092
54 C 10.99966 -31.06993 -18.19404  C53 1.499, O55 1.407, H62 1.103, H63 1.100
55 O 10.10572 -31.87370 -17.46234  C54 1.407, C56 1.404
56 C 9.71192 -33.04871 -18.12159  O55 1.404, H64 1.090, H65 1.099, H66 1.096
57 N 12.39515 -29.04202 -17.89441  C53 1.496, H67 1.017, H68 1.018
58 H 9.13632 -29.23564 -16.93437  C52 1.092
59 H 9.76593 -28.68025 -18.50846  C52 1.091
60 H 10.26067 -27.87948 -16.96307  C52 1.088
61 H 11.42530 -30.08417 -16.39204  C53 1.092
62 H 11.96489 -31.60172 -18.24205  C54 1.103
63 H 10.75018 -30.92906 -19.25567  C54 1.100
64 H 9.06652 -33.53810 -17.39227  C56 1.090
65 H 10.53944 -33.72582 -18.37530  C56 1.099
66 H 9.17354 -32.93479 -19.06993  C56 1.096
67 H 12.20305 -28.14894 -17.44718  N57 1.017
68 H 12.40522 -28.74201 -18.86710  N57 1.018
69 C 11.09813 -35.26459 -15.14567  C70 1.513, H75 1.094, H76 1.090, H77 1.093
70 C 11.43810 -36.69739 -14.79703  C69 1.513, C71 1.529, N74 1.475, H78 1.095
71 C 12.69482 -37.21073 -15.50077  C70 1.529, O72 1.415, H79 1.102, H80 1.094
72 O 13.79071 -36.36629 -15.20559  C71 1.415, C73 1.402
73 C 15.01885 -36.95322 -15.54080  O72 1.402, H81 1.102, H82 1.094, H83 1.092
74 N 11.50148 -36.87425 -13.33393  C70 1.475, H84 1.019, H85 1.013
75 H 10.51925 -35.20919 -16.07179  C69 1.094
76 H 11.94368 -34.57673 -15.17571  C69 1.090
77 H 10.40473 -34.86733 -14.39989  C69 1.093
78 H 10.56309 -37.28982 -15.08404  C70 1.095
79 H 12.51499 -37.10307 -16.58305  C71 1.102
80 H 12.86980 -38.26364 -15.25880  C71 1.094
81 H 15.04975 -37.39971 -16.54826  C73 1.102
82 H 15.36157 -37.76612 -14.89337  C73 1.094
83 H 15.74611 -36.14869 -15.66504  C73 1.092
84 H 11.40004 -37.85423 -13.07257  N74 1.019
85 H 12.39512 -36.51051 -13.02470  N74 1.013
86 C 7.49582 -38.38531 -11.83639  C87 1.527, H92 1.084, H93 1.100, H94 1.095
87 C 7.42289 -37.75536 -13.22539  C86 1.527, C88 1.535, N91 1.469, H95 1.092
88 C 7.70667 -38.74059 -14.36809  C87 1.535, O89 1.416, H96 1.097, H97 1.099
89 O 6.64805 -39.67839 -14.44369  C88 1.416, C90 1.402
90 C 6.68998 -40.47250 -15.59882  O89 1.402, H98 1.100, H99 1.087, H100 1.096
91 N 6.04275 -37.26309 -13.33552  C87 1.469, H101 1.020, H102 1.017
92 H 7.49073 -37.74461 -10.96216  C86 1.084
93 H 8.37492 -39.04572 -11.82079  C86 1.100
94 H 6.71891 -39.15111 -11.74320  C86 1.095
95 H 8.10570 -36.90475 -13.28439  C87 1.092
96 H 8.68267 -39.22792 -14.25731  C88 1.097
97 H 7.66709 -38.17418 -15.30878  C88 1.099
98 H 6.97802 -39.87390 -16.47520  C90 1.100
99 H 5.70917 -40.90125 -15.78533  C90 1.087
100 H 7.45778 -41.25463 -15.57350  C90 1.096
101 H 5.73822 -37.13635 -14.30053  N91 1.020
102 H 5.42109 -38.02955 -13.09148  N91 1.017
103 C 13.59261 -33.98901 -12.74885  C104 1.512, O106 1.449, H107 1.096, H108 1.087
104 C 13.58886 -33.39368 -11.35878  C103 1.512, O105 1.431, H109 1.091, H110 1.094
105 O 13.34573 -34.48817 -10.46888  C104 1.431, H111 0.968
106 O 14.67639 -34.94647 -12.84327  C103 1.449, H112 0.971
107 H 13.59297 -33.22728 -13.53732  C103 1.096
108 H 12.71497 -34.60632 -12.92267  C103 1.087
109 H 12.74118 -32.71128 -11.28439  C104 1.091
110 H 14.51289 -32.82933 -11.20019  C104 1.094
111 H 14.00741 -35.11671 -10.79045  O105 0.968
112 H 14.48822 -35.45660 -13.64773  O106 0.971
113 C 11.87688 -38.88152 -11.01544  C114 1.533, O116 1.417, H117 1.092, H118 1.099
114 C 13.33423 -38.66433 -10.59357  C113 1.533, O115 1.417, H119 1.093, H120 1.098
115 O 14.03707 -37.94571 -11.59235  C114 1.417, H121 0.961
116 O 11.85841 -39.55498 -12.26157  C113 1.417, H122 0.963
117 H 11.22338 -38.01946 -10.86829  C113 1.092
118 H 11.53998 -39.56737 -10.22490  C113 1.099
119 H 13.78920 -39.62900 -10.35676  C114 1.093
120 H 13.22862 -38.11464 -9.64888  C114 1.098
121 H 14.67626 -37.37916 -11.15214  O115 0.961
122 H 12.68202 -39.36761 -12.72476  O116 0.963

This record from OMol25 describes 9 unconnected molecules or ions with the total composition C28H79N5O11. The level of theory is wB97M-V/def2-TZVPD.

The SMILES is COC[C@H](C)N.COC[C@H](C)N.COC[C@H](C)N.COCCNCCOC.COCCNCCOC.CO.CO.CO.CO. Its LUMO energy is 0.6 eV. The value obtained for the HOMO energy is -8.66 eV. The relative energy (zero: lowest compared OMol25 entry of this formula, charge and spin) is 0.0 kcal per mole.

Last columns: bonded neighbours and bond lengths (Å).
CARTESIAN COORDINATES (ANGSTROEM)
1 C 1.63845 15.07911 -7.94013  O2 1.410, H3 1.089, H4 1.098, H5 1.093
2 O 0.65065 14.22444 -8.46980  C1 1.410, H6 0.966
3 H 2.33126 14.51064 -7.32087  C1 1.089
4 H 2.24870 15.56112 -8.71532  C1 1.098
5 H 1.14716 15.89988 -7.41127  C1 1.093
6 H -0.23790 14.59448 -8.38424  O2 0.966
7 C -1.67596 11.32695 -14.65116  O8 1.418, H9 1.098, H10 1.090, H11 1.097
8 O -2.80974 10.66970 -14.10829  C7 1.418, H12 0.978
9 H -1.43868 12.25002 -14.10638  C7 1.098
10 H -0.80332 10.70585 -14.85185  C7 1.090
11 H -2.04527 11.72248 -15.60485  C7 1.097
12 H -2.49909 10.18132 -13.31987  O8 0.978
13 C -1.35566 14.56270 -11.53274  O14 1.438, H15 1.094, H16 1.092, H17 1.086
14 O -2.45546 15.21183 -10.87071  C13 1.438, H18 0.967
15 H -1.76220 13.67008 -12.01806  C13 1.094
16 H -0.98265 15.22436 -12.31770  C13 1.092
17 H -0.58370 14.31104 -10.81137  C13 1.086
18 H -3.01570 15.63775 -11.53323  O14 0.967
19 C -1.65390 17.22424 -7.71786  O20 1.439, H21 1.092, H22 1.089, H23 1.091
20 O -1.63690 15.89017 -8.25715  C19 1.439, H24 0.972
21 H -2.66350 17.62486 -7.60623  C19 1.092
22 H -1.23002 17.14379 -6.71828  C19 1.089
23 H -1.06301 17.86178 -8.37717  C19 1.091
24 H -2.06391 15.92274 -9.12980  O20 0.972
25 C 6.09013 7.51201 -11.42799  O26 1.403, H34 1.096, H35 1.097, H36 1.089
26 O 5.22058 8.48834 -10.91887  C25 1.403, C27 1.416
27 C 5.74379 9.08075 -9.74391  O26 1.416, C28 1.515, H37 1.092, H38 1.096
28 C 4.69564 10.00387 -9.15613  C27 1.515, N29 1.456, H39 1.096, H40 1.102
29 N 4.27227 11.01231 -10.11774  C28 1.456, C30 1.452, H41 1.015
30 C 3.23349 11.87240 -9.57882  N29 1.452, C31 1.514, H42 1.093, H43 1.104
31 C 2.52990 12.60452 -10.70148  C30 1.514, O32 1.413, H44 1.101, H45 1.098
32 O 2.14845 11.65579 -11.67621  C31 1.413, C33 1.400
33 C 1.48548 12.23622 -12.76407  O32 1.400, H46 1.094, H47 1.102, H48 1.087
34 H 6.06333 6.59750 -10.82371  C25 1.096
35 H 7.13329 7.84864 -11.47020  C25 1.097
36 H 5.79755 7.27941 -12.45110  C25 1.089
37 H 6.66108 9.63625 -9.95057  C27 1.092
38 H 5.92618 8.28504 -9.01251  C27 1.096
39 H 5.11009 10.50228 -8.27285  C28 1.096
40 H 3.83787 9.43465 -8.76352  C28 1.102
41 H 3.88102 10.50797 -10.90655  N29 1.015
42 H 3.62104 12.58434 -8.84573  C30 1.093
43 H 2.47142 11.30698 -9.01513  C30 1.104
44 H 3.15008 13.40508 -11.13344  C31 1.101
45 H 1.66030 13.17658 -10.35219  C31 1.098
46 H 1.94680 13.13880 -13.17562  C33 1.094
47 H 0.48256 12.57488 -12.45638  C33 1.102
48 H 1.27965 11.50020 -13.53761  C33 1.087
49 C -6.57405 7.74476 -11.80831  O50 1.416, H58 1.097, H59 1.084, H60 1.095
50 O -5.47005 8.35904 -11.16994  C49 1.416, C51 1.414
51 C -4.32706 8.43658 -11.99883  O50 1.414, C52 1.537, H61 1.094, H62 1.097
52 C -3.14498 8.83743 -11.10249  C51 1.537, N53 1.467, H63 1.097, H64 1.088
53 N -1.92198 8.88878 -11.91032  C52 1.467, C54 1.475, H65 1.017
54 C -0.75150 9.41691 -11.18363  N53 1.475, C55 1.526, H66 1.090, H67 1.096
55 C -1.01815 10.64972 -10.32507  C54 1.526, O56 1.411, H68 1.099, H69 1.094
56 O -1.45760 10.23949 -9.04842  C55 1.411, C57 1.413
57 C -1.53259 11.27296 -8.08712  O56 1.413, H70 1.098, H71 1.094, H72 1.089
58 H -7.19235 8.53014 -12.26000  C49 1.097
59 H -7.15584 7.14373 -11.11809  C49 1.084
60 H -6.23635 7.15633 -12.66766  C49 1.095
61 H -4.52676 9.16753 -12.78846  C51 1.094
62 H -4.09348 7.45300 -12.42366  C51 1.097
63 H -3.17573 8.07114 -10.31875  C52 1.097
64 H -3.36721 9.79258 -10.63027  C52 1.088
65 H -1.70847 7.90510 -12.05401  N53 1.017
66 H 0.02563 9.63533 -11.91672  C54 1.090
67 H -0.33729 8.67527 -10.49135  C54 1.096
68 H -1.80013 11.27313 -10.78029  C55 1.099
69 H -0.09605 11.22603 -10.20389  C55 1.094
70 H -2.19780 12.04978 -8.48799  C57 1.098
71 H -0.56212 11.69884 -7.81428  C57 1.094
72 H -2.01874 10.81200 -7.22872  C57 1.089
73 C -1.50413 18.51514 -14.51176  C74 1.520, H79 1.096, H80 1.091, H81 1.092
74 C -1.45399 19.05140 -13.09072  C73 1.520, C75 1.514, N78 1.485, H82 1.090
75 C -0.03567 19.18454 -12.57674  C74 1.514, O76 1.430, H83 1.098, H84 1.095
76 O 0.50811 17.90469 -12.24170  C75 1.430, C77 1.399
77 C 0.12913 17.46790 -10.96763  O76 1.399, H85 1.088, H86 1.094, H87 1.101
78 N -2.07019 20.40052 -13.01326  C74 1.485, H88 1.019, H89 1.019
79 H -0.86249 17.63124 -14.59975  C73 1.096
80 H -1.17475 19.22954 -15.26720  C73 1.091
81 H -2.51993 18.18833 -14.74199  C73 1.092
82 H -1.99834 18.35700 -12.45086  C74 1.090
83 H 0.08930 19.81439 -11.68554  C75 1.098
84 H 0.64695 19.65940 -13.28865  C75 1.095
85 H 0.51651 16.46634 -10.79026  C77 1.088
86 H -0.95218 17.49180 -10.80359  C77 1.094
87 H 0.57718 18.06555 -10.15808  C77 1.101
88 H -1.49281 21.03423 -13.56388  N78 1.019
89 H -2.94071 20.39823 -13.54228  N78 1.019
90 C -2.97203 14.91901 -15.03522  C91 1.490, H96 1.093, H97 1.091, H98 1.091
91 C -4.07759 14.46437 -14.14582  C90 1.490, C92 1.516, N95 1.473, H99 1.100
92 C -4.96964 15.61567 -13.72592  C91 1.516, O93 1.414, H100 1.104, H101 1.103
93 O -4.21134 16.52889 -12.95826  C92 1.414, C94 1.400
94 C -4.91668 17.57222 -12.34645  O93 1.400, H102 1.092, H103 1.097, H104 1.094
95 N -4.91309 13.43880 -14.79437  C91 1.473, H105 1.022, H106 1.016
96 H -3.34356 15.49257 -15.88784  C90 1.093
97 H -2.40505 14.05378 -15.38200  C90 1.091
98 H -2.28941 15.60738 -14.53560  C90 1.091
99 H -3.72556 14.02333 -13.20188  C91 1.100
100 H -5.86540 15.30917 -13.15872  C92 1.104
101 H -5.44215 16.14728 -14.56959  C92 1.103
102 H -4.22555 18.06656 -11.66098  C94 1.092
103 H -5.72431 17.19131 -11.70891  C94 1.097
104 H -5.32402 18.33293 -13.01870  C94 1.094
105 H -4.38090 12.56694 -14.77038  N95 1.022
106 H -5.74711 13.16593 -14.28311  N95 1.016
107 C -5.76172 13.37816 -6.23978  C108 1.537, H113 1.088, H114 1.094, H115 1.095
108 C -4.45967 13.68016 -6.99855  C107 1.537, C109 1.515, N112 1.455, H116 1.102
109 C -4.69101 13.69182 -8.49566  C108 1.515, O110 1.412, H117 1.101, H118 1.100
110 O -4.87518 12.37434 -8.96895  C109 1.412, C111 1.402
111 C -5.41654 12.32444 -10.26129  O110 1.402, H119 1.094, H120 1.093, H121 1.098
112 N -3.87596 14.92180 -6.51463  C108 1.455, H122 1.014, H123 1.022
113 H -6.03875 12.32599 -6.24200  C107 1.088
114 H -6.59593 13.97717 -6.61790  C107 1.094
115 H -5.69372 13.69435 -5.19373  C107 1.095
116 H -3.85136 12.77456 -6.84631  C108 1.102
117 H -3.82030 14.15376 -8.98728  C109 1.101
118 H -5.55754 14.31313 -8.76655  C109 1.100
119 H -6.38132 12.82043 -10.40250  C111 1.094
120 H -5.56218 11.25992 -10.46419  C111 1.093
121 H -4.72332 12.67693 -11.03689  C111 1.098
122 H -3.62179 14.76634 -5.54491  N112 1.014
123 H -3.00866 15.10984 -7.02125  N112 1.022